# C21H20F7IrN3O7S5

C21H20F7IrN3O7S5 as an isolated structure (the ωB97M-V functional and the def2-TZVPD basis, the Open Molecules 2025 dataset).

XYZ file:
```
64
Properties=species:S:1:pos:R:3:nbo_charge:R:1
Ir 0.268 0.589 1.154 0.833
C -3.826 2.063 3.858 -0.649
C -2.750 2.192 2.831 0.058
C -3.015 1.856 1.503 -0.234
C -2.071 2.055 0.514 -0.128
C -0.792 2.565 0.830 -0.392
C -0.516 2.878 2.185 -0.142
C -1.492 2.698 3.154 -0.208
H -4.375 1.135 3.712 0.228
H -4.541 2.878 3.747 0.237
H -3.428 2.092 4.868 0.232
H -3.989 1.471 1.241 0.226
H -2.315 1.858 -0.517 0.248
H -0.179 2.991 0.038 0.269
H 0.408 3.379 2.445 0.241
H -1.289 2.989 4.173 0.216
F -2.164 0.185 5.972 -0.330
C -1.464 -0.209 4.898 0.488
C -2.109 -0.957 3.922 -0.302
C -1.402 -1.358 2.804 -0.176
C -0.041 -1.030 2.691 -0.308
C 0.589 -0.239 3.682 -0.188
C -0.138 0.177 4.787 -0.314
H -3.141 -1.236 4.059 0.237
H -1.886 -1.944 2.041 0.266
H 1.661 -0.090 3.655 0.254
H 0.317 0.767 5.566 0.237
C 3.414 -2.348 -2.344 -0.683
C 3.210 -0.887 -2.184 0.373
C 3.233 -0.006 -3.219 -0.315
C 2.936 1.375 -3.006 0.382
N 2.671 1.759 -1.755 -0.497
C 2.689 0.947 -0.761 0.332
S 2.448 1.559 0.859 -0.122
N 3.031 -0.402 -0.887 -0.527
C 2.789 2.358 -4.112 -0.669
H 3.172 -2.627 -3.365 0.268
H 2.776 -2.910 -1.665 0.247
H 4.451 -2.616 -2.140 0.250
H 3.426 -0.360 -4.216 0.258
H 2.771 -1.041 -0.147 0.455
H 2.991 1.879 -5.065 0.231
H 3.459 3.207 -3.981 0.251
H 1.770 2.746 -4.125 0.262
F -0.541 -3.191 -1.712 -0.308
C -1.551 -2.329 -1.695 0.753
F -2.008 -2.281 -0.431 -0.322
F -2.542 -2.760 -2.443 -0.285
S -0.913 -0.598 -2.105 2.264
O -0.627 -0.100 -0.764 -1.027
O -1.961 0.092 -2.776 -0.920
N 0.441 -0.724 -2.871 -1.228
S 0.224 -1.324 -4.335 2.237
O -0.845 -2.268 -4.320 -0.930
O 1.468 -1.688 -4.928 -0.933
C -0.407 0.156 -5.339 0.729
F 0.347 0.334 -6.426 -0.316
F -0.330 1.284 -4.628 -0.321
F -1.657 -0.008 -5.738 -0.294
O 1.002 -3.078 3.991 -0.914
S 0.616 -3.660 2.739 2.399
O -0.779 -3.885 2.521 -0.907
O 1.548 -4.526 2.090 -0.902
S 0.960 -1.832 1.469 -0.170
```

Calculated values
**2S+1**: 2
**LUMO level (alpha / beta)**: -2.543 / -2.210 eV
**HOMO (alpha / beta)**: -0.310 / -0.312 Ha



# C21H20O10

One molecule with the formula C21H20O10 (the ωB97M-V functional and the def2-TZVPD basis, the Open Molecules 2025 dataset).

XYZ file:
```
51
Properties=species:S:1:pos:R:3:nbo_charge:R:1
O -3.485 -2.759 0.353 -0.575
C -2.526 -2.045 0.117 0.518
C -1.164 -2.590 -0.021 -0.164
C -0.073 -1.744 -0.261 0.272
C 1.211 -2.289 -0.370 0.156
C 1.393 -3.671 -0.254 0.315
C 0.298 -4.507 -0.029 -0.272
C -0.958 -3.967 0.090 -0.154
H -1.823 -4.586 0.271 0.245
H 0.472 -5.567 0.055 0.232
O 2.626 -4.199 -0.355 -0.649
H 3.261 -3.476 -0.485 0.503
O 2.381 -1.578 -0.619 -0.507
C 2.569 -0.340 -0.023 0.374
O 2.170 0.664 -0.911 -0.534
C 2.297 1.968 -0.375 0.053
C 1.695 2.922 -1.411 -0.068
O 0.368 2.579 -1.693 -0.713
H 0.369 1.643 -1.931 0.476
H 1.697 3.937 -1.012 0.203
H 2.310 2.886 -2.321 0.164
C 3.767 2.282 -0.075 0.072
O 3.847 3.550 0.513 -0.712
H 4.757 3.671 0.813 0.488
C 4.334 1.203 0.861 0.053
O 5.710 1.437 1.026 -0.724
H 6.124 0.612 1.311 0.489
C 4.071 -0.196 0.291 0.041
O 4.540 -1.195 1.160 -0.711
H 4.026 -1.185 1.978 0.472
H 4.630 -0.330 -0.640 0.199
H 3.824 1.289 1.840 0.158
H 4.339 2.251 -1.015 0.170
H 1.720 2.040 0.561 0.177
H 1.993 -0.263 0.924 0.144
O -0.232 -0.403 -0.389 -0.442
C -1.468 0.111 -0.284 0.196
C -2.599 -0.583 -0.040 -0.202
C -3.890 0.106 0.084 -0.108
C -5.056 -0.470 -0.414 -0.153
C -6.270 0.176 -0.288 -0.284
C -6.346 1.412 0.343 0.308
C -5.186 1.995 0.847 -0.291
C -3.977 1.347 0.717 -0.115
H -3.089 1.800 1.131 0.200
H -5.258 2.951 1.340 0.223
O -7.521 2.079 0.493 -0.662
H -8.242 1.560 0.116 0.480
H -7.168 -0.282 -0.680 0.206
H -5.013 -1.429 -0.903 0.234
H -1.454 1.182 -0.436 0.218
```

Calculated values
**Energy relative to the best compared isomer or geometry (same formula, charge and spin)**: 64.6 kJ/mol
**LUMO level**: 0.233 eV
**HOMO**: -0.299 Ha
**SMILES**: O=c1c(-c2ccc(O)cc2)coc2c(O[C@@H]3O[C@H](CO)[C@@H](O)[C@H](O)[C@H]3O)c(O)ccc12



# C21H21BrCaF5MgNO6S2

C21H21BrCaF5MgNO6S2 as an isolated structure (the ωB97M-V functional and the def2-TZVPD basis, the Open Molecules 2025 dataset).

XYZ file:
```
59
Properties=species:S:1:pos:R:3:nbo_charge:R:1
C 4.576 3.094 0.348 -0.424
N 4.571 3.649 -1.000 -0.620
C 4.220 2.692 -2.039 -0.243
C 3.150 1.664 -1.667 0.032
C 3.529 0.337 -1.629 -0.189
C 2.652 -0.683 -1.337 -0.199
C 1.333 -0.389 -1.053 -0.198
C 0.919 0.924 -1.077 -0.033
C 1.810 1.947 -1.391 -0.150
C 1.302 3.358 -1.444 0.565
O 1.941 4.306 -1.858 -0.528
C -0.124 3.601 -0.986 -0.122
C -0.546 4.911 -0.902 -0.168
C -1.829 5.261 -0.533 -0.134
S -2.452 6.909 -0.438 0.180
C -2.723 4.240 -0.237 -0.168
C -2.326 2.928 -0.283 -0.056
C -3.377 1.905 0.065 0.185
C -3.834 1.057 -1.137 -0.561
F -3.018 1.081 1.143 -0.374
C -1.024 2.582 -0.666 -0.098
C -0.550 1.174 -0.744 0.542
O -1.259 0.194 -0.555 -0.601
H 4.990 3.870 1.009 0.209
H 5.282 2.257 0.385 0.191
H 3.580 2.853 0.754 0.167
H 4.028 4.498 -1.065 0.383
H 5.140 2.126 -2.267 0.183
H 3.960 3.206 -2.970 0.235
H 4.559 0.068 -1.863 0.214
H 2.982 -1.720 -1.345 0.189
H 0.605 -1.161 -0.814 0.221
H 0.169 5.693 -1.144 0.246
H -1.644 7.483 0.495 0.104
H -3.749 4.490 0.041 0.282
H -4.270 2.439 0.415 0.198
H -3.181 1.237 -1.996 0.248
H -3.710 -0.010 -0.866 0.035
H -4.863 1.269 -1.446 0.240
Mg -4.057 -1.533 -0.221 0.600
C -1.573 -5.374 0.411 -0.623
C -1.783 -6.722 -0.308 0.020
O -2.816 -7.264 0.154 -0.515
H -1.448 -5.519 1.491 0.249
H -0.665 -4.872 0.031 0.015
H -2.400 -4.688 0.247 0.280
H -0.787 -7.316 -0.204 0.011
H -1.769 -6.430 -1.495 0.191
C 0.765 -5.793 4.592 0.681
F 0.186 -6.815 3.920 -0.342
F 0.544 -5.989 5.880 -0.288
F 2.095 -5.903 4.389 -0.336
S 0.123 -4.165 4.025 2.355
O -1.285 -4.214 4.266 -0.926
O 0.475 -4.175 2.579 -1.175
O 0.840 -3.193 4.784 -0.917
F -5.021 6.695 -0.533 -0.848
Ca 1.126 -5.523 0.655 1.847
Br -3.368 -6.548 -2.566 -0.262
```

Calculated values
**LUMO level**: -4.886 eV
**HOMO**: -0.226 Ha



# C21H21BrCl5F12IKLiMgN2O4S

C21H21BrCl5F12IKLiMgN2O4S as an isolated structure (the ωB97M-V functional and the def2-TZVPD basis, the Open Molecules 2025 dataset).

XYZ file:
```
71
Properties=species:S:1:pos:R:3:mulliken_charge:R:1
C 0.820 -0.109 1.506 -1.142
C 1.329 -0.458 0.128 -0.278
I 1.572 1.228 -1.235 0.351
C 0.514 -1.552 -0.520 -0.997
C -0.958 -1.421 -0.391 -0.200
O -1.604 -2.281 0.178 -0.610
O -1.548 -0.365 -0.971 0.631
C -2.894 -0.153 -0.594 0.108
C -3.395 1.186 -1.095 -1.277
C -2.535 2.381 -0.653 -0.659
C -2.347 3.310 -1.832 0.614
F -3.530 3.477 -2.453 -0.374
F -1.512 2.734 -2.746 -0.308
C -1.837 4.744 -1.448 0.671
F -1.811 4.871 -0.083 -0.470
F -2.665 5.638 -1.898 -0.189
C -0.432 5.157 -1.963 0.401
F 0.007 6.189 -1.179 -0.444
F 0.481 4.201 -1.805 -0.154
C -0.409 5.713 -3.412 0.566
F 0.867 5.813 -3.763 -0.253
F -0.952 6.902 -3.471 -0.215
F -1.011 4.885 -4.245 -0.198
S -3.843 -1.558 -1.298 1.353
O -4.349 -2.433 -0.314 -0.632
O -3.008 -2.117 -2.333 -0.640
F -5.035 -0.855 -1.958 -0.203
H 1.583 -0.484 2.170 0.454
H -0.093 -0.628 1.776 0.426
H 0.648 0.945 1.721 0.343
H 2.327 -0.863 0.227 0.619
H 0.800 -1.726 -1.563 0.389
H 0.799 -2.446 0.058 0.550
H -3.019 -0.207 0.483 0.554
H -3.466 1.128 -2.176 0.529
H -4.399 1.318 -0.710 0.431
H -1.560 2.072 -0.291 0.159
H -3.071 2.916 0.120 0.651
N 1.921 -0.024 4.619 -0.252
C 1.851 1.212 5.103 -0.011
C 1.787 1.506 6.456 -0.661
C 1.791 0.452 7.357 -0.134
C 1.859 -0.841 6.866 -0.637
C 1.925 -1.025 5.492 -0.138
H 1.847 2.008 4.363 0.338
H 1.735 2.532 6.795 0.348
H 1.741 0.636 8.422 0.371
H 1.864 -1.693 7.532 0.365
H 1.984 -2.018 5.060 0.393
K -0.787 6.259 1.052 1.081
F 1.482 -2.514 1.569 -0.797
F -4.001 6.404 0.092 -0.896
C -1.936 -0.931 -5.656 -0.031
Cl -2.069 0.517 -4.667 0.164
Cl -0.807 -2.094 -4.832 -0.033
Cl -3.492 -1.707 -5.822 -0.054
Cl -1.274 -0.539 -7.233 0.017
N 3.249 -4.891 1.267 0.149
C 3.192 -4.783 -0.087 -0.640
C 3.587 -5.975 -0.652 0.010
C 3.919 -6.833 0.430 -0.585
C 3.691 -6.139 1.602 -0.449
H 2.987 -4.143 1.893 0.199
H 2.865 -3.863 -0.541 0.403
H 3.627 -6.184 -1.755 0.050
H 4.271 -7.849 0.358 0.416
H 3.799 -6.430 2.633 0.368
Mg 1.286 -0.634 -5.059 0.300
Cl 4.239 -6.693 -3.597 -0.735
Li -1.600 -3.304 -1.597 0.875
Br 3.000 2.432 0.569 -0.351
```

Calculated values
**LUMO level**: -4.183 eV
**HOMO**: -0.217 Ha



# C21H21ClN2O3

One molecule with the formula C21H21ClN2O3 (the ωB97M-V functional and the def2-TZVPD basis, the Open Molecules 2025 dataset).

XYZ file:
```
48
Properties=species:S:1:pos:R:3:nbo_charge:R:1
C -7.783 -1.225 1.651 -0.368
C -7.361 -1.115 0.407 -0.191
C -6.255 -1.942 -0.181 -0.269
N -5.160 -1.107 -0.637 -0.606
C -3.954 -1.096 -0.031 0.689
O -3.647 -1.855 0.863 -0.623
C -3.015 -0.023 -0.579 -0.309
C -3.370 1.360 -0.030 -0.492
C -2.028 2.071 0.111 0.691
O -1.891 3.263 0.256 -0.605
N -1.052 1.127 0.058 -0.425
C 0.326 1.349 0.211 0.109
C 1.169 0.302 0.569 -0.174
C 2.533 0.498 0.706 -0.312
C 3.083 1.755 0.494 0.289
C 2.238 2.806 0.136 -0.244
C 0.883 2.609 -0.007 -0.199
H 0.248 3.436 -0.276 0.253
H 2.671 3.780 -0.027 0.225
O 4.409 2.067 0.603 -0.491
C 5.300 1.069 1.034 -0.090
C 5.545 -0.023 0.019 -0.104
C 5.216 0.159 -1.318 -0.138
C 5.439 -0.840 -2.248 -0.225
C 6.004 -2.040 -1.854 -0.203
C 6.349 -2.239 -0.528 -0.227
C 6.119 -1.233 0.395 -0.027
Cl 6.568 -1.501 2.049 -0.001
H 6.795 -3.167 -0.207 0.228
H 6.180 -2.824 -2.574 0.218
H 5.173 -0.678 -3.281 0.217
H 4.779 1.098 -1.622 0.220
H 4.962 0.631 1.983 0.198
H 6.241 1.599 1.225 0.216
H 3.150 -0.345 0.975 0.224
H 0.774 -0.684 0.756 0.211
C -1.576 -0.218 -0.098 -0.209
H -0.972 -0.781 -0.813 0.209
H -1.590 -0.755 0.859 0.224
H -4.044 1.936 -0.662 0.233
H -3.814 1.288 0.967 0.240
H -3.059 -0.020 -1.672 0.219
H -5.376 -0.404 -1.326 0.391
H -6.635 -2.524 -1.030 0.200
H -5.841 -2.621 0.566 0.241
H -7.802 -0.389 -0.265 0.190
H -8.579 -0.613 2.040 0.201
H -7.350 -1.939 2.332 0.197
```

Calculated values
**Energy relative to the best compared isomer or geometry (same formula, charge and spin)**: 208.2 kJ/mol
**LUMO level**: 0.598 eV
**HOMO**: -0.293 Ha
**SMILES**: C=CCNC(=O)[C@H]1CC(=O)N(c2ccc(OCc3ccccc3Cl)cc2)C1



| no. | E_tot (Eh) |
| --- | --- |
| 1 | -4297.408133 |
| 2 | -1564.633265 |
| 3 | -6066.055259 |
| 4 | -8799.796327 |
| 5 | -1608.278018 |